Record 1
C12H18BrN4OSV as an isolated structure at a distorted geometry, computed with the ωB97M-V functional and the def2-TZVPD basis.

Values from the calculation:
- molar mass (u) = 397.218
- <S²> = 2.016
- LUMO energy (spin up / spin down) (eV) = -7.580 / -6.883
- HOMO energy (spin up / spin down) (eV) = -14.82 / -15.26
- total charge = +2
- 2S+1 = 3
- total energy (hartree) = -4678.01306

Element x y z (Å)
V 0.36034 -0.39874 1.04438
O -3.29709 -4.38865 -1.26757
C -2.47913 -3.39633 -0.98418
C -1.45028 -2.95821 -1.82830
C -0.64763 -1.93677 -1.41778
N -0.83069 -1.31213 -0.22230
C -1.84034 -1.75400 0.54484
Br -1.94257 -0.75835 2.18106
C -2.68018 -2.77696 0.25860
H -3.11860 -4.79020 -2.13275
H -1.27744 -3.42535 -2.78966
H 0.17279 -1.58277 -2.02033
H -3.47204 -3.09819 0.92025
C 2.15107 5.63651 0.12696
C 0.93638 5.06248 0.83368
N 1.18260 3.67773 1.33194
C 2.11580 3.56750 2.47886
C 3.46212 2.96742 2.10332
C 0.62374 2.63017 0.79934
C -0.23475 2.74484 -0.42264
N 0.80400 1.38873 1.31446
H 1.90554 6.62727 -0.25554
H 2.45575 5.01045 -0.71576
H 3.00088 5.74767 0.80260
H 0.07128 5.05673 0.18533
H 0.66825 5.65506 1.70668
H 1.61976 3.02099 3.28209
H 2.24854 4.57932 2.85323
H 3.37594 1.97815 1.65230
H 4.07664 2.87703 2.99851
H 3.98616 3.60988 1.39621
H 0.23845 3.36281 -1.18125
H -1.19900 3.18939 -0.17138
H -0.41120 1.76246 -0.84510
H 1.36627 1.37173 2.16455
S 4.40803 -2.21650 0.06350
C 3.03257 -1.59845 0.35103
N 1.93557 -1.09898 0.56774

Record 2
C12H18Cl4O4Zr as an isolated structure at a distorted geometry, computed with the ωB97M-V functional and the def2-TZVPD basis.

Values from the calculation:
- molar mass (u) = 459.308
- LUMO energy (eV) = 4.016
- HOMO energy (eV) = 1.81
- total charge = -2
- relative energy (zero: lowest compared OMol25 entry of this formula, charge and spin) (kcal/mol) = 62.5
- total energy (hartree) = -2656.96459

Element x y z (Å)
C 1.65559 1.62553 -0.18884
C 0.36890 2.14150 -0.53895
C -0.08669 1.43404 -1.70445
C -0.43708 3.10592 0.17726
C 0.90670 0.47571 -2.03785
C 1.96273 0.56562 -1.08619
C 3.13335 -0.32887 -1.02462
C 2.47464 2.05118 0.95221
C -1.36270 1.64439 -2.41505
C 0.83200 -0.45731 -3.18516
Zr -0.36631 -1.47359 1.63138
Cl -2.44137 1.40633 1.10926
Cl 0.01708 0.53944 2.92005
O -0.60660 -1.46705 -0.31747
H 0.07213 3.48554 1.06903
H -1.45471 2.44467 0.63298
H -0.80042 3.91563 -0.46209
H -2.17667 1.87246 -1.71407
H -1.64181 0.75484 -2.98321
H -1.26666 2.46562 -3.13890
H -0.21202 -0.76723 -3.38022
H 1.43229 -1.35567 -3.01226
H 1.20790 0.03680 -4.09821
H 2.90490 -1.31328 -1.44564
H 3.45475 -0.48896 0.00958
H 3.97013 0.09282 -1.59351
H 1.85596 2.36661 1.79401
H 3.12597 2.87436 0.65093
H 3.09634 1.23018 1.30313
H -0.73127 -2.05826 -1.05190
O 1.45503 -2.11118 1.97681
H 2.25342 -2.36926 2.44678
Cl -4.67316 -2.55643 3.99605
C -3.72078 -3.55623 2.86684
Cl -4.46977 -3.96586 1.31051
C -2.45096 -2.80848 2.51081
O -1.28728 -3.37939 2.50875
O -2.54276 -1.57765 2.16923
H -3.45082 -4.49448 3.34297

Record 3
One molecule with the formula C12H18ClNO2, computed with the ωB97M-V functional and the def2-TZVPD basis.

Values from the calculation:
- molar mass (u) = 243.734
- SMILES = CC(C)(C)NC[C@@H](O)c1ccc(O)cc1Cl
- LUMO energy (eV) = 0.606
- HOMO energy (eV) = -8.77
- relative energy (zero: lowest compared OMol25 entry of this formula, charge and spin) (kcal/mol) = 0.0
- total energy (hartree) = -1133.49083

Element x y z (Å)
C 2.41904 -1.60177 0.17471
C 1.06007 -2.25958 -0.12211
C 0.83663 -3.43831 0.82776
C 1.05580 -2.76900 -1.56785
N -0.06379 -1.33103 -0.01968
C -0.34859 -0.75136 1.27669
C -1.47409 0.27549 1.14706
O -1.83777 0.66173 2.45988
C -1.12075 1.49672 0.31567
C 0.18626 1.90075 0.06150
C 0.47176 3.02686 -0.68291
C -0.56147 3.80398 -1.19702
O -0.24902 4.90016 -1.92869
C -1.87642 3.43757 -0.93933
C -2.13667 2.30349 -0.19023
Cl -3.80093 1.91382 0.11761
H 2.47096 -1.26233 1.20669
H 2.58002 -0.74919 -0.48370
H 3.22240 -2.31586 0.01375
H 0.96453 -3.13630 1.86366
H -0.16895 -3.82816 0.69697
H 1.55053 -4.22905 0.61221
H 1.23352 -1.95003 -2.26176
H 1.82982 -3.51789 -1.71224
H 0.09000 -3.20978 -1.79778
H 0.06159 -0.58864 -0.70146
H -0.71410 -1.53644 1.94239
H 0.51159 -0.27493 1.77166
H -2.32048 -0.23208 0.65657
H -2.61926 1.22442 2.40443
H 1.00723 1.32793 0.46050
H 1.48980 3.32480 -0.87446
H -1.05301 5.35068 -2.21517
H -2.69622 4.03333 -1.31528

Record 4
C12H18I2LaO4RhS as an isolated structure at a distorted geometry, computed with the ωB97M-V functional and the def2-TZVPD basis.

Values from the calculation:
- molar mass (u) = 753.959
- <S²> = 6.033
- LUMO energy (spin up / spin down) (eV) = -15.608 / -18.040
- HOMO energy (spin up / spin down) (eV) = -23.02 / -22.74
- total charge = +4
- 2S+1 = 5
- relative energy (zero: lowest compared OMol25 entry of this formula, charge and spin) (kcal/mol) = 3.5
- total energy (hartree) = -1902.89433

Element x y z (Å)
I 2.71487 -1.78429 -0.55414
I 3.63377 1.64399 0.50136
La 0.89174 0.62419 -0.63169
Rh -0.14135 -1.56725 1.18230
S 1.98593 1.03737 -3.17800
C -0.98622 -2.34794 -0.25580
C -1.70877 -1.08953 2.02599
C 0.88929 0.34340 -4.42635
C 1.17583 1.08252 -5.73471
C -0.55938 0.53918 -4.00280
C 1.20569 -1.14374 -4.60680
C -0.65865 1.51464 1.46061
C -1.76109 1.75838 -0.77862
O -2.72024 -0.74886 2.47895
O -1.55774 -2.85284 -1.13029
O -1.28222 2.00165 2.30087
O -2.79716 2.24946 -0.66452
H 0.46344 0.76781 -6.50182
H 2.19228 0.87119 -6.08273
H 1.08407 2.16638 -5.58496
H -1.21463 0.25167 -4.82933
H -0.74542 1.59006 -3.75873
H -0.81628 -0.07911 -3.12989
H 0.61190 -1.54114 -5.43819
H 0.98006 -1.73122 -3.70536
H 2.27210 -1.28331 -4.83841
C 3.41904 -0.67367 3.55778
C 2.19040 -1.45209 3.10052
C 1.59193 -2.25250 4.25104
C 1.13242 -0.51644 2.49517
H 3.14548 0.06394 4.31941
H 3.88647 -0.13376 2.72430
H 4.17137 -1.34715 3.98132
H 2.51927 -2.14371 2.31138
H 1.29004 -1.57034 5.05701
H 0.70987 -2.80963 3.91182
H 2.33337 -2.95858 4.64326
H 0.52607 -0.05944 3.27952
H 1.66324 0.29828 1.97552